Record 1
Density functional theory data (the ωB97M-V functional and the def2-TZVPD basis) for a structure of composition C4H13N2O2.

```
21
Properties=species:S:1:pos:R:3:forces:R:3:nbo_charge:R:1
N -2.6296 -0.5859 0.8148 1.38 1.53 -1.72 -0.993
C -0.9027 -0.1323 0.6379 0.94 2.25 1.96 -0.142
C 0.0272 -1.1590 0.0334 0.42 0.47 -0.75 -0.468
C 1.5001 -0.8278 0.3617 0.69 -0.92 1.18 -0.036
O 1.9814 0.3618 -0.1301 -0.45 0.44 0.40 -0.813
C -0.7902 1.2818 -0.0138 -1.05 -0.97 -1.02 -0.237
N -1.9636 2.1091 0.2992 0.35 0.07 0.66 -0.878
H -1.9665 -0.4674 -0.0910 -2.51 -1.99 1.12 0.447
H -2.3804 -0.9784 1.7126 0.15 -0.91 -0.68 0.368
H -0.7245 0.0523 1.6959 0.23 -0.38 -0.03 0.220
H -0.2339 -2.1900 0.2904 0.02 0.17 0.19 0.210
H -0.0342 -1.0409 -1.0507 -0.16 -0.32 -0.22 0.212
H 1.5986 -0.9240 1.4734 -0.17 0.59 -0.15 0.111
H 2.1840 -1.6268 0.0493 -0.44 -0.29 -0.53 0.188
H 0.1590 1.6986 0.3075 0.01 0.08 -0.23 0.243
H -0.7862 1.0753 -1.1033 0.56 0.35 0.28 0.163
H -2.2975 2.6069 -0.5107 0.07 -0.01 -0.11 0.346
H -2.6908 1.4725 0.6141 -0.15 0.04 -0.03 0.389
H 4.1240 -0.3674 -2.3577 0.54 0.19 0.02 0.417
H 2.6020 0.1226 -0.9534 0.29 -0.26 -0.47 0.521
O 3.2238 -0.4813 -2.0795 -0.72 -0.13 0.13 -1.267
```
Forces are in eV/Å.

Results
Charge: -1
HOMO level: -3.9 eV

***

Record 2
Density functional theory data (the ωB97M-V functional and the def2-TZVPD basis) for a cluster of 9 separate species, H16NO11 in total.

```
28
Properties=species:S:1:pos:R:3:forces:R:3:nbo_charge:R:1
N 0.2546 10.4307 18.1120 -0.35 3.25 -4.38 0.696
O -0.9199 10.9119 18.2205 0.79 -1.22 1.26 -0.558
O 1.2418 11.1158 18.4311 -0.32 -0.73 1.79 -0.488
O 0.4570 9.5724 17.1835 -0.31 -1.29 1.94 -0.587
O 3.3233 10.6073 16.3779 1.60 -1.13 -0.54 -0.940
H 3.4787 9.8052 16.8988 -0.05 0.29 -0.27 0.452
H 2.6175 11.0111 16.8398 -1.32 0.81 0.87 0.481
O -1.8510 8.6963 15.4676 -0.81 0.34 -0.01 -0.960
H -2.3803 9.2456 16.0639 -0.41 -0.10 -0.60 0.470
H -1.1168 8.5559 16.0487 1.13 -0.39 0.29 0.477
O -3.6704 10.6184 16.5918 1.58 0.17 -1.01 -0.936
H -3.0761 10.7549 17.3246 0.97 0.05 0.40 0.484
H -4.4843 10.6515 17.0169 -2.58 -0.10 0.89 0.458
O -1.4856 12.7218 16.0297 0.39 1.23 -1.46 -0.980
H -1.2236 12.0995 16.6937 -0.41 -0.54 1.17 0.494
H -2.3807 13.0502 16.1220 -0.01 -0.56 0.40 0.481
O 1.3532 8.5258 14.2737 1.55 -3.12 -0.12 -0.968
H 1.9815 8.1455 14.9364 -0.99 0.97 -0.81 0.457
H 1.0632 9.3643 14.5578 -0.53 1.92 0.67 0.497
O -0.9896 6.7495 17.7756 2.04 -0.33 -0.99 -0.959
H -0.4816 6.4238 16.9519 -1.16 0.93 2.04 0.476
H -0.2900 7.1708 18.3455 -0.89 -0.75 -0.96 0.483
O 0.6156 11.1103 14.9677 0.01 0.67 -0.48 -0.976
H -0.1914 11.6486 14.9956 0.11 -0.23 -0.08 0.496
H 0.7209 10.7541 15.8538 -0.09 -0.19 0.17 0.470
O 1.8573 7.6307 18.7912 -0.90 -0.70 -0.15 -0.968
H 1.4778 8.3908 18.3461 -0.45 0.42 -0.70 0.486
H 2.6842 7.9682 19.0683 1.41 0.31 0.67 0.462
```
Forces are in eV/Å.

Results
Charge: -1
HOMO level: -6.8 eV

***

What did we get for relative energy (zero: lowest compared OMol25 entry of this formula, charge and spin)? Answer: 410.3 141.5 kJ/mol, in the order shown.
What did we get for electronic energy? Answer: -420.06255 -891.94766 Eh, in the order shown.
What did we get for frontier orbital gap? Answer: 7.68 9.77 eV, in the order shown.